{"formula": "C31H32Cl2N6", "method": "ωB97M-V/def2-TZVPD", "homo_energy_ev": -8.401, "charge": 0, "fmax_ev_per_a": 12.227, "spin_multiplicity": 1, "de_lowest_kcal_mol": 456.5, "lumo_ev": -0.3, "symbols": ["N", "C", "C", "C", "C", "C", "H", "H", "H", "H", "H", "N", "C", "C", "C", "C", "C", "H", "H", "H", "H", "H", "N", "C", "C", "C", "C", "C", "H", "H", "H", "H", "H", "N", "C", "C", "C", "C", "C", "H", "H", "H", "H", "H", "N", "C", "C", "C", "C", "C", "H", "H", "H", "H", "H", "N", "C", "C", "C", "C", "C", "H", "H", "H", "H", "H", "C", "Cl", "Cl", "H", "H"], "coordinates": [[-0.9724, -0.2561, 4.4892], [-1.4178, -0.7447, 5.6789], [-1.2028, -2.0638, 6.0155], [-0.5184, -2.8761, 5.1531], [-0.0927, -2.3516, 3.8827], [-0.4336, -1.0715, 3.4932], [-1.8976, -0.1082, 6.4076], [-1.5008, -2.4417, 6.9823], [-0.2321, -3.8655, 5.4781], [0.3359, -2.9710, 3.1086], [-0.1683, -0.5875, 2.5649], [-2.1616, -0.5543, -2.3447], [-2.3284, -0.7083, -3.6452], [-2.5344, 0.3230, -4.5048], [-2.4006, 1.6505, -4.0928], [-2.1635, 1.7864, -2.7270], [-2.0516, 0.6978, -1.9113], [-2.4728, -1.7377, -3.9382], [-2.7482, 0.1216, -5.5441], [-2.5002, 2.4378, -4.8254], [-2.2268, 2.7951, -2.3461], [-1.9719, 0.8806, -0.8498], [0.4797, -4.6254, -2.8965], [-0.0440, -3.5175, -3.4917], [0.1492, -2.2403, -2.9384], [0.8232, -2.1383, -1.6984], [1.3901, -3.2873, -1.1075], [1.1999, -4.5274, -1.7090], [-0.5053, -3.7082, -4.4494], [-0.3254, -1.3809, -3.3885], [0.8699, -1.1981, -1.1690], [1.6514, -3.3808, -0.0637], [1.5635, -5.4467, -1.2743], [3.4768, -0.4414, 3.4155], [4.7657, -0.8474, 3.1524], [5.0428, -1.8433, 2.2701], [4.0304, -2.5513, 1.6244], [2.7312, -2.2475, 1.9280], [2.4650, -1.1140, 2.7234], [5.6047, -0.2546, 3.4857], [6.0692, -2.1717, 2.1982], [4.2750, -3.3482, 0.9376], [2.0084, -2.8198, 1.3654], [1.4770, -0.7385, 2.9453], [-3.7440, 3.3735, 1.3013], [-3.5126, 4.0914, 0.2294], [-2.3332, 3.9567, -0.5249], [-1.4003, 2.9535, -0.2541], [-1.6079, 2.1914, 0.9299], [-2.7881, 2.4582, 1.6495], [-4.2761, 4.8251, 0.0168], [-2.2489, 4.5934, -1.3932], [-0.6740, 2.6058, -0.9739], [-0.8411, 1.4913, 1.2272], [-3.1134, 1.9419, 2.5406], [1.0873, 4.3274, -3.0200], [0.5283, 3.2545, -3.7055], [0.1883, 2.0053, -3.1477], [0.5038, 1.8062, -1.8130], [1.2433, 2.7669, -1.1145], [1.4385, 4.0202, -1.7348], [0.7054, 3.4901, -4.7445], [-0.0943, 1.1501, -3.7438], [0.3498, 0.8487, -1.3378], [1.6412, 2.6505, -0.1173], [1.8507, 4.7413, -1.0444], [0.3686, 0.1665, 0.4953], [0.6266, -1.3719, 1.4607], [-0.6433, -0.2617, -0.9007], [-0.1242, 0.8538, 1.1830], [1.3319, 0.5438, 0.1521]], "atomic_forces_ev_per_a": [[-1.0880, -0.2696, 0.0483], [1.2255, 0.1891, -2.1878], [0.0773, -0.4502, 0.4271], [1.0495, 0.6826, -1.6802], [-1.3141, -0.9195, 0.2199], [-2.6816, 2.2244, 7.3085], [0.0200, 0.5227, -0.2779], [-0.1328, -0.0151, 0.0692], [-0.0568, -0.1660, -0.2946], [0.2800, -0.6088, 0.4817], [-2.0887, 0.9701, 2.9004], [-1.4771, 0.1882, -0.9685], [-1.2366, -0.9699, 0.6721], [0.2657, 1.3913, -1.8248], [-0.5098, -1.9786, 0.6429], [-1.7100, 1.9102, -1.9752], [-5.3629, 2.6465, -1.4347], [0.1875, -0.1190, -0.3547], [-0.0069, -0.1767, -0.0954], [-0.0186, 0.3012, 0.3072], [0.2226, -0.4609, 0.0497], [-2.8499, 1.0252, -1.1143], [0.6861, 0.2740, 0.8909], [2.0132, -0.7058, 1.8174], [0.5441, -0.7491, 0.8552], [1.4869, -1.9862, -0.9212], [-1.4527, -0.8149, -0.3497], [-1.8758, 1.3177, -2.7621], [-0.3244, 0.1708, 0.0103], [0.6088, -0.1668, -0.0223], [1.6319, -1.5302, -0.9143], [0.6392, 0.6209, -0.4275], [-0.0599, -0.1141, -0.0760], [-0.0427, -1.4250, -1.8989], [-2.0862, 1.0887, -0.2487], [0.5563, -1.2643, -0.3261], [0.8038, 0.0612, 0.9555], [1.5009, -0.1481, -0.1025], [4.7825, 1.1427, 4.0030], [-0.2084, 0.1188, 0.7729], [0.1789, 0.1720, -0.4739], [-0.0442, -0.1175, -0.0100], [0.5864, -0.1329, 0.9073], [2.1469, 0.2100, 1.5030], [0.9513, -1.4241, 0.4712], [1.2201, 0.2445, 0.0577], [-0.4410, -0.0666, -0.0517], [-2.2046, 0.0395, 1.8519], [-1.7365, 2.3080, -0.1875], [-0.5363, 0.5823, -0.2216], [0.0587, 0.1890, -0.3989], [0.2227, 0.0133, -0.1925], [-0.9898, 1.2809, 1.0003], [-3.2520, 2.4095, 0.5389], [0.6465, -0.4070, 0.1668], [-0.3909, -2.5058, 1.5987], [1.9413, 1.2827, 0.8231], [2.1305, 1.1822, -0.2332], [4.4901, 1.1473, -0.8444], [0.4084, 1.2316, -2.2340], [-0.7592, -0.7645, 0.0367], [-1.1522, -0.5899, -0.5317], [0.0082, 0.2351, -0.1811], [1.6924, 2.6767, -1.9516], [-0.2060, -0.1942, 0.1309], [0.3040, 0.7502, -0.6454], [1.3861, -2.8100, 0.7854], [-2.9327, -0.8356, -11.8408], [1.6428, -5.4315, 8.1451], [2.4958, -2.2760, -0.5401], [0.1365, -0.2066, 0.3464]], "lowdin_charge": [0.0698, -0.1371, -0.0982, -0.0437, -0.0808, -0.2599, 0.0996, 0.1018, 0.1037, 0.0749, -0.0810, -0.0499, -0.1732, -0.0619, -0.0375, -0.1054, -0.4129, 0.1199, 0.1077, 0.1224, 0.0873, 0.0372, 0.0393, -0.1292, -0.0748, -0.1383, -0.0737, -0.1107, 0.0981, 0.0571, -0.0235, 0.0477, 0.0969, 0.0875, -0.1529, -0.0958, -0.0580, -0.2022, -0.2442, 0.0988, 0.1000, 0.1107, 0.0057, 0.0069, 0.0542, -0.1465, -0.0587, -0.0868, -0.0382, -0.0867, 0.1048, 0.1070, 0.0292, 0.0150, 0.1014, 0.0702, -0.0943, -0.0752, -0.2117, -0.0785, -0.1282, 0.1025, 0.1122, -0.0859, 0.1133, 0.0997, -0.5287, 0.8285, 0.9730, -0.0011, 0.0813]}